[1]
Below is a structure of composition C31H46BrCa2F2KN3NaO5Si2 at a distorted geometry, with properties calculated with ωB97M-V/def2-TZVPD.

As for the total charge: +2. As for the LUMO energy: -7.04 eV.

Structure (XYZ):
```
94
C31H46BrCa2F2KN3NaO5Si2 (ωB97M-V/def2-TZVPD)
O -0.69397 1.19109 3.73327
C -0.26008 1.67431 2.71011
C -0.53903 3.04303 2.23923
C -0.65520 4.09399 3.11103
C -0.86386 5.35787 2.60078
C -0.95928 5.54070 1.24350
C -0.87901 4.48110 0.37327
C -0.66089 3.22244 0.87529
C -0.53920 2.04162 0.00144
O -1.23906 1.83893 -0.96148
C 0.52337 1.06844 0.44982
C 1.33478 0.42288 -0.43842
C 2.32906 -0.37939 0.08813
Br 3.51789 -1.26202 -1.09699
C 2.49611 -0.52406 1.43478
C 1.63888 0.09826 2.30602
C 0.64898 0.90972 1.81612
H -0.57290 3.91862 4.16968
H -0.92587 6.17400 3.29869
H -1.10136 6.54033 0.86596
H -0.98568 4.62157 -0.68922
H 1.22533 0.57299 -1.49880
H 3.30823 -1.12993 1.80220
H 1.75765 -0.02362 3.37117
C -1.80308 -1.87282 5.14170
Si -2.31174 -3.00569 3.75337
C -1.25015 -2.43834 2.22971
C -4.12640 -2.58976 3.31621
N -2.04381 -4.58986 4.14514
Si -2.29417 -5.97142 3.23085
C -1.22134 -5.99171 1.62546
C -4.07012 -6.23397 2.64384
C -1.78620 -7.49442 4.19194
H -1.94828 -0.81578 4.90015
H -2.40001 -2.10888 6.02236
H -0.74970 -2.01832 5.38270
H -1.29554 -1.33533 2.10212
H -1.59803 -2.89080 1.32432
H -0.21117 -2.72459 2.36115
H -4.77260 -2.97911 4.09935
H -4.46990 -3.03090 2.36503
H -4.28408 -1.50401 3.24901
H -1.61241 -5.25543 0.90371
H -1.23529 -6.96875 1.13105
H -0.17857 -5.74108 1.85517
H -4.75100 -6.13176 3.48828
H -4.21055 -7.23271 2.21962
H -4.37947 -5.51698 1.87047
H -2.39773 -7.57420 5.09014
H -0.73880 -7.43322 4.49290
H -1.92242 -8.41067 3.60834
K 0.00441 -6.55561 -0.53496
C -0.31142 -0.01484 -4.08863
C -0.20400 -0.04640 -5.60990
C 1.23969 -0.21120 -6.04191
N 2.10819 1.01262 -6.28566
C 1.85222 1.64687 -7.60144
C 1.97096 2.04153 -5.19307
C 2.64147 1.38052 -4.03345
C 3.86122 0.70549 -4.64636
C 3.55013 0.49977 -6.14276
H 0.07303 0.91403 -3.64786
H -1.35870 -0.16273 -3.78436
H 0.23758 -0.85772 -3.66306
H -0.71099 0.81096 -6.07005
H -0.74009 -0.93411 -5.95802
H 1.33389 -0.78107 -6.97282
H 1.75697 -0.77085 -5.26473
H 0.81588 1.98640 -7.63483
H 2.04610 0.90132 -8.39081
H 2.52046 2.49829 -7.72990
H 2.50720 2.93932 -5.54282
H 0.91795 2.29013 -5.02832
H 1.95291 0.64018 -3.63041
H 2.88929 2.06360 -3.22721
H 4.05263 -0.24541 -4.15516
H 4.74999 1.32313 -4.53035
H 3.54528 -0.54321 -6.44435
H 4.21301 1.05906 -6.79965
F -2.31911 -1.68768 -3.57044
C 2.79489 2.04743 5.49439
C 3.02641 3.04429 4.45725
N 3.19760 3.81666 3.62592
H 3.03447 2.46658 6.46922
H 1.74855 1.74335 5.48579
H 3.42555 1.17814 5.31742
C -1.60897 8.71376 5.15992
O -1.35290 9.76055 5.73954
O -1.01596 8.29170 4.13415
O -2.50302 7.90334 5.50852
Ca -2.85669 -2.43840 0.52575
Na 1.28188 0.37323 -9.99664
F 0.64918 3.21852 -3.30604
Ca 1.14060 4.34610 -4.94155
```

[2]
Below is the molecule N2O5S at a distorted geometry, with properties calculated with ωB97M-V/def2-TZVPD.

As for the LUMO energy: -0.79 eV. For the energy above the lowest of the compared OMol25 structures with the same formula, charge and spin, the calculation gives 26.3 kcal/mol.

Structure (XYZ):
```
8
N2O5S (ωB97M-V/def2-TZVPD)
N -1.73043 0.03623 -0.09909
N 1.66679 -0.10192 -0.20050
O -0.64294 -0.19636 1.13535
O -2.55051 -0.78555 -0.06619
O 2.61108 0.59002 -0.39063
O 1.50557 -1.23190 -0.47384
O -1.31093 0.87048 -0.81518
S 0.45137 0.81898 0.91008
```

[3]
Below is a structure of composition C47H57Cl2N4O3SSeTi at a distorted geometry, with properties calculated with ωB97M-V/def2-TZVPD.

As for the multiplicity: 3. Its expectation value of S² is 2.023. As for the total charge: -1. As for the LUMO energy (spin up / spin down): 1.67 / 1.67 eV. For the energy above the lowest of the compared OMol25 structures with the same formula, charge and spin, the calculation gives 40.0 kcal/mol.

Structure (XYZ):
```
116
C47H57Cl2N4O3SSeTi (ωB97M-V/def2-TZVPD)
Ti 0.76336 -0.67817 1.42390
C -2.80935 6.30480 -0.25633
C -1.61238 5.56235 -0.84682
C -1.88590 5.31695 -2.33668
C -0.37338 6.45580 -0.70268
C -1.35665 4.22877 -0.14289
C -0.32641 3.40248 -0.57961
C -0.06201 2.21206 0.06911
Se 1.13596 0.92207 -0.69620
C -0.18602 -0.06520 -1.68841
C -0.43364 0.22795 -3.00883
C -1.36047 -0.52725 -3.73173
C -2.01496 -1.53805 -3.04913
C -1.79099 -1.86600 -1.70239
C -0.82614 -1.12817 -1.02858
O -0.47235 -1.38487 0.24192
C -2.65426 -2.98502 -1.09681
C -4.12202 -2.53166 -1.13603
C -2.32572 -3.34700 0.35528
C -2.48773 -4.25961 -1.93922
C -1.60137 -0.22288 -5.21004
C -0.27686 -0.35998 -5.97428
C -2.61499 -1.17789 -5.83683
C -2.12486 1.21081 -5.36019
C -0.77475 1.81579 1.20892
O -0.41470 0.71913 1.87311
C -1.88911 2.56768 1.59741
C -2.13193 3.76397 0.91817
C -2.79429 2.06910 2.72900
C -2.00831 2.05624 4.04867
C -3.29293 0.64877 2.41538
C -4.02096 2.96323 2.90789
H -2.93553 7.25763 -0.77632
H -3.73556 5.73596 -0.36904
H -2.66873 6.51935 0.80553
H -2.09644 6.26193 -2.84597
H -1.03023 4.85328 -2.83146
H -2.74502 4.65476 -2.46710
H -0.51962 7.40080 -1.23421
H -0.17876 6.67886 0.34882
H 0.51695 5.97203 -1.10872
H 0.27162 3.66809 -1.44443
H 0.09900 1.04918 -3.47519
H -2.75181 -2.12403 -3.58015
H -4.25324 -1.61503 -0.55551
H -4.46259 -2.33512 -2.15544
H -4.76263 -3.30569 -0.70446
H -2.44253 -2.50454 1.03505
H -3.01479 -4.13793 0.66686
H -1.30675 -3.71714 0.46810
H -2.84361 -4.13482 -2.96365
H -1.43597 -4.55336 -1.98071
H -3.05546 -5.07741 -1.48706
H 0.14187 -1.36045 -5.84123
H -0.43354 -0.18945 -7.04331
H 0.46578 0.35927 -5.62288
H -2.28401 -2.21709 -5.77291
H -3.59411 -1.10075 -5.35808
H -2.74013 -0.93127 -6.89381
H -1.39964 1.94116 -4.99521
H -2.33076 1.43512 -6.41102
H -3.04747 1.34575 -4.79076
H -2.97507 4.35937 1.23433
H -1.18716 1.34157 4.01194
H -1.59496 3.04599 4.26169
H -2.66905 1.77647 4.87527
H -2.47369 -0.06499 2.34473
H -3.96750 0.31636 3.21003
H -3.84513 0.63847 1.47066
H -3.75289 3.97426 3.22566
H -4.61051 3.03587 1.99041
H -4.65949 2.53225 3.68196
Cl 4.02172 1.88558 1.02342
C 4.66271 0.24996 1.10804
C 6.01167 0.08490 0.87644
C 6.56734 -1.19020 0.94278
Cl 8.28997 -1.35765 0.64873
C 5.80982 -2.33417 1.26383
C 6.30025 -3.65084 1.34529
C 5.41817 -4.68237 1.71621
C 4.11443 -4.38097 2.01985
N 3.59131 -3.12972 1.94654
C 4.41201 -2.13271 1.54389
C 3.85882 -0.84088 1.41137
O 2.53272 -0.75521 1.64301
H 6.62934 0.94256 0.65270
H 7.34318 -3.84690 1.14381
H 5.76186 -5.70764 1.77772
H 3.43049 -5.15866 2.34410
C 2.04360 -4.20881 -2.96236
C 2.45537 -2.95817 -3.38644
C 2.50036 -1.92940 -2.45450
N 2.17276 -2.07443 -1.17313
C 1.79675 -3.28760 -0.77650
C 1.71046 -4.38044 -1.62952
H 1.99006 -5.03861 -3.65750
H 2.73960 -2.77102 -4.41366
H 2.81679 -0.93591 -2.75803
H 1.56970 -3.41173 0.27962
H 1.39139 -5.33902 -1.24230
N 1.82262 1.58368 3.36146
H 1.67994 2.46846 2.88724
H 2.78311 1.55857 3.68600
H 1.22035 1.55482 4.17629
S 0.04141 -2.31657 3.06291
C 0.98056 -1.54087 4.32974
N 2.33010 -1.90112 4.35250
C 3.20779 -1.25682 5.18935
C 2.75792 -0.38857 6.12803
C 1.36126 -0.10374 6.23428
C 0.50033 -0.70149 5.29622
H 2.68269 -2.42059 3.53742
H 4.24934 -1.51878 5.06756
H 3.47642 0.08460 6.78446
H 0.98136 0.57127 6.98768
H -0.56254 -0.49369 5.29794
```

[4]
Below is a structure of composition C2H5BO6S at a distorted geometry, with properties calculated with ωB97M-V/def2-TZVPD.

As for the LUMO energy: 0.04 eV. For the energy above the lowest of the compared OMol25 structures with the same formula, charge and spin, the calculation gives 6.4 kcal/mol.

Structure (XYZ):
```
15
C2H5BO6S (ωB97M-V/def2-TZVPD)
O 3.17429 0.08507 1.47128
S 2.17359 -0.16211 0.53270
O 2.41562 -1.24461 -0.32819
O 1.83788 1.11970 -0.35652
C 0.47474 0.95601 -0.80215
C -0.11596 -0.22613 -0.02099
B -1.69287 -0.13519 0.17559
O -2.30503 0.50021 1.20552
O -2.46207 -0.72929 -0.75820
O 0.71482 -0.26094 1.17106
H -0.01950 1.83607 -0.41083
H 0.39148 0.83169 -1.87079
H 0.04418 -1.20548 -0.47207
H -2.71313 -0.11448 1.83525
H -1.91801 -1.25054 -1.37168
```

The records above give, respectively, total energy values of -7218.63556; -883.62691; -6839.60871; -953.75272 Ha.